Density functional theory data (ωB97M-V/def2-TZVPD) for a structure of composition C20H23N8OS4Tm at a distorted geometry.

LUMO (spin up / spin down) = -2.4142 / -2.4145 eV
DFT total energy = -3967.03465 a.u.
HOMO-LUMO gap (spin up / spin down) = 5.416 / 8.304 eV
total charge = +1
spin multiplicity = 4
HOMO level (spin up / spin down) = -7.830 / -10.719 eV

XYZ file:
```
57
Properties=species:S:1:pos:R:3:forces:R:3:mulliken_charge:R:1
Tm 9.318 10.284 9.501 -0.350 -0.561 0.126 0.9567
O 9.232 9.076 11.391 0.735 0.230 0.060 -0.5876
N 10.259 8.888 12.253 -0.372 -0.182 -0.123 0.2623
C 10.095 7.956 13.207 -0.886 -0.595 0.034 -0.1323
C 11.098 7.664 14.083 0.309 1.091 0.336 -0.7922
C 12.293 8.447 14.044 -1.395 -0.502 -1.245 -0.2359
C 12.456 9.409 13.060 -0.213 -2.015 1.311 -0.9821
C 11.400 9.582 12.160 0.623 1.798 -0.975 0.9765
S 11.553 10.824 10.982 -0.220 0.263 -0.558 -0.4481
H 9.092 7.499 13.181 0.786 0.121 0.111 0.4054
H 10.880 6.952 14.862 0.275 -0.159 0.015 0.3929
H 13.083 8.215 14.698 0.800 -0.133 0.839 0.4300
H 13.440 9.859 12.978 -0.560 0.462 -0.334 0.4085
C 11.891 12.185 6.960 -0.649 -0.918 1.170 -1.0965
C 10.891 13.008 7.689 -1.133 -0.882 1.211 0.3570
N 9.951 12.547 8.534 0.554 -0.748 -0.937 0.3441
C 9.179 13.538 9.041 0.485 1.966 -0.262 0.1088
C 9.594 14.828 8.684 0.411 -3.937 -0.347 -0.8646
S 10.878 14.665 7.620 0.785 1.223 -0.710 -0.1792
C 7.998 13.225 9.828 -0.748 0.312 0.484 0.2635
C 7.067 14.119 10.256 -0.032 -1.120 0.264 -0.6900
S 5.866 13.310 11.156 -0.243 1.141 0.358 -0.1968
C 6.668 11.851 11.006 0.301 0.383 -1.119 0.6173
N 7.725 11.940 10.221 0.480 -0.679 0.585 0.0198
C 6.086 10.641 11.596 0.856 0.291 1.365 -0.9920
H 11.484 11.173 6.785 0.269 0.495 -0.012 0.1495
H 12.764 12.113 7.600 0.317 -0.238 -0.017 0.2853
H 12.170 12.652 6.053 0.297 0.388 -1.020 0.4933
H 9.232 15.764 8.832 -1.291 2.343 0.793 0.5466
H 7.063 15.161 10.191 -0.030 1.306 -0.347 0.5057
H 5.800 10.836 12.642 0.166 -0.009 -0.289 0.4975
H 6.860 9.890 11.610 -0.163 -0.670 -0.178 -0.0740
H 5.187 10.397 11.094 -0.726 -0.761 -0.732 0.3673
C 5.949 6.852 10.028 0.608 -0.812 -0.039 -0.7141
C 6.737 6.602 8.734 -1.303 0.258 -1.798 -0.6257
C 7.093 7.835 7.907 0.100 0.662 1.057 -0.2050
N 7.731 8.905 8.559 -0.399 -0.277 -0.445 0.1020
N 7.705 10.041 7.773 0.487 0.714 -0.739 -0.1653
C 6.948 10.025 6.731 -0.534 -0.976 -0.573 0.2464
N 6.848 11.011 5.723 -0.058 -0.748 0.758 -0.5168
S 5.946 8.490 6.691 0.908 0.975 0.032 -0.2279
H 5.915 5.914 10.603 -0.062 0.294 -0.086 0.3854
H 4.929 7.198 9.902 -0.096 0.089 -0.364 0.2714
H 6.492 7.579 10.599 0.214 0.438 0.539 -0.0538
H 6.119 5.980 8.038 0.450 0.190 0.588 0.4294
H 7.644 6.033 8.880 0.285 -0.129 0.456 0.2078
H 7.675 11.570 5.557 -0.045 -0.146 0.335 0.2039
H 6.460 10.690 4.841 0.025 -0.078 0.450 0.2649
N 10.294 7.991 7.312 0.377 -0.431 -0.052 0.0223
C 11.245 7.102 7.013 -0.660 -1.749 -1.253 -0.1645
C 12.413 7.480 7.581 1.842 0.567 0.566 -1.0137
C 12.060 8.709 8.201 1.671 -0.630 1.069 -0.2399
N 10.782 8.957 8.103 -0.971 0.495 -0.472 0.2060
H 9.311 7.860 7.177 -0.881 0.148 0.012 0.1865
H 11.030 6.220 6.391 -0.003 0.632 0.483 0.4316
H 13.405 6.938 7.596 -1.529 0.968 -0.178 0.3290
H 12.640 9.366 8.837 0.138 -0.156 -0.204 0.5233
```
Forces are in eV/Å.